[1]
C6H10 | ωB97M-V with the def2-TZVPD basis set

```
16
Properties=species:S:1:pos:R:3:lowdin_charge:R:1
C 1.470 1.941 0.030 0.00
C 1.016 0.771 0.461 -0.16
C -0.410 0.265 0.323 -0.40
C -0.706 -0.838 1.338 -0.09
C -0.605 -0.170 -1.116 -0.16
C -0.566 -1.416 -1.573 0.01
H 0.820 2.668 -0.444 0.06
H 2.516 2.209 0.137 0.05
H 1.722 0.076 0.914 0.11
H -1.096 1.104 0.513 0.14
H -0.625 -0.456 2.362 0.08
H -1.714 -1.236 1.195 0.08
H 0.002 -1.669 1.239 0.07
H -0.734 0.647 -1.827 0.10
H -0.426 -2.272 -0.917 0.05
H -0.664 -1.625 -2.634 0.05
```

SMILES string ... C=CC(C)C=C
HOMO-LUMO gap ... 10.623 eV
Largest force on an atom ... 0.2 eV Å⁻¹
Highest occupied orbital energy ... -9.42 eV
Lowest unoccupied orbital energy ... 1.20 eV

***

[2]
C11H9Cl3N2O3S6SiW | ωB97M-V with the def2-TZVPD basis set

```
36
Properties=species:S:1:pos:R:3:lowdin_charge:R:1
W -0.749 -1.871 0.888 0.48
S 4.690 -2.432 5.763 0.61
C 3.526 -2.160 4.669 -1.49
S 3.706 -2.521 2.975 0.93
C 2.080 -2.113 2.508 -1.09
C 1.241 -1.720 3.489 -1.10
S -0.396 -1.298 3.142 0.60
S 1.909 -1.660 5.092 0.93
S 1.533 -2.217 0.871 0.58
C -0.135 -0.870 -3.638 0.01
C -0.465 -1.409 -2.327 -0.12
N -0.692 -1.752 -1.252 0.01
H 0.115 0.185 -3.499 0.11
H -0.998 -0.958 -4.295 0.11
H 0.711 -1.413 -4.054 0.10
Cl -1.214 -5.264 2.888 0.31
Si -0.898 -4.296 1.152 -0.47
Cl -0.936 -5.691 -0.306 0.29
Cl -2.949 -2.813 1.016 0.11
N -1.802 0.070 0.671 -0.10
C -1.139 1.233 0.037 -0.29
C 0.130 1.122 -0.492 -0.08
C 0.651 2.173 -1.231 -0.05
C -0.084 3.329 -1.447 -0.24
C -1.341 3.439 -0.852 -0.03
C -1.873 2.402 -0.111 -0.03
S 0.564 4.613 -2.501 0.39
O -0.565 4.915 -3.364 -0.35
O 0.925 5.668 -1.577 -0.34
O 1.682 3.948 -3.156 -0.37
H -2.194 0.345 1.573 0.09
H -2.618 -0.153 0.096 0.08
H 0.726 0.234 -0.343 0.05
H 1.634 2.112 -1.679 0.11
H -1.911 4.344 -1.016 0.12
H -2.868 2.482 0.311 0.12
```

HOMO-LUMO gap (alpha / beta) ... 4.677 / 4.678 eV
Largest force on an atom ... 1.3 eV Å⁻¹
Highest occupied orbital energy (alpha / beta) ... -7.89 / -7.89 eV
Lowest unoccupied orbital energy (alpha / beta) ... -3.21 / -3.21 eV

***

[3]
C8H12BrN2S | ωB97M-V with the def2-TZVPD basis set

```
24
Properties=species:S:1:pos:R:3:lowdin_charge:R:1
C -0.268 -0.159 0.098 -0.39
C -1.736 -0.150 0.146 -0.83
C -0.761 2.097 -0.013 -0.50
C -0.357 3.372 -0.180 -0.11
C 2.039 -1.018 0.260 -0.05
C 0.275 -1.970 -1.294 -0.05
C 0.224 -2.401 1.233 -0.03
C 0.594 -1.383 0.112 -0.55
N 0.233 0.995 0.067 0.16
N -1.167 4.412 -0.138 0.18
S -2.373 1.483 0.200 1.11
Br -2.836 -1.618 -0.077 0.93
H 0.703 3.425 -0.176 0.15
H 2.223 -0.288 1.095 0.11
H 2.701 -1.769 0.205 0.05
H 2.339 -0.378 -0.654 0.12
H 0.889 -2.887 -1.408 0.11
H -0.851 -2.065 -1.530 0.05
H 0.692 -1.296 -2.023 0.08
H -0.123 -1.914 2.113 0.08
H -0.506 -3.139 0.910 0.06
H 1.069 -3.044 1.431 0.09
H -0.863 5.314 -0.426 0.13
H -2.141 4.379 0.050 0.11
```

HOMO-LUMO gap (alpha / beta) ... 7.086 / 7.085 eV
Largest force on an atom ... 5.9 eV Å⁻¹
Charge ... +1
Highest occupied orbital energy (alpha / beta) ... -12.97 / -12.96 eV
Lowest unoccupied orbital energy (alpha / beta) ... -5.88 / -5.88 eV

***

[4]
C2H11N2 | ωB97M-V with the def2-TZVPD basis set

```
15
Properties=species:S:1:pos:R:3:lowdin_charge:R:1
N -1.464 -0.854 -2.215 0.02
H -1.417 -0.146 -2.952 0.06
H -1.098 -1.736 -2.537 0.05
H -0.780 -0.474 -0.465 0.11
H -2.482 -0.865 -2.208 0.05
C 0.980 0.657 2.041 -0.07
C 0.621 0.906 0.569 -0.16
N 0.188 -0.439 -0.041 0.15
H 1.688 1.383 2.440 0.09
H 0.071 0.758 2.634 0.09
H 1.445 -0.311 2.237 0.09
H -0.230 1.561 0.408 0.12
H 1.477 1.371 0.084 0.12
H 0.207 -1.027 0.787 0.14
H 0.793 -0.785 -0.782 0.15
```

HOMO-LUMO gap ... 12.175 eV
Largest force on an atom ... 1.7 eV Å⁻¹
Charge ... +1
Highest occupied orbital energy ... -15.40 eV
Lowest unoccupied orbital energy ... -3.23 eV

***

[5]
C39H93O32P5 | ωB97M-V with the def2-TZVPD basis set

```
169
Properties=species:S:1:pos:R:3:lowdin_charge:R:1
C -1.166 2.039 -3.671 -0.08
O -1.811 2.066 -2.402 -0.23
P -3.380 2.243 -2.255 0.36
O -3.842 2.514 -0.889 -0.22
O -3.706 3.429 -3.257 -0.23
C -5.071 3.782 -3.560 -0.07
O -3.971 0.959 -3.001 -0.21
C -3.492 -0.364 -2.701 -0.07
H -1.868 2.210 -4.489 0.09
H -0.810 1.017 -3.842 0.07
H -0.319 2.715 -3.763 0.10
H -5.225 3.522 -4.606 0.09
H -5.239 4.842 -3.402 0.09
H -5.733 3.179 -2.939 0.08
H -3.632 -1.041 -3.537 0.09
H -4.104 -0.729 -1.871 0.09
H -2.458 -0.315 -2.364 0.06
C 1.866 -0.135 -4.937 -0.08
O 1.241 -0.555 -6.168 -0.21
P -0.001 -1.542 -6.115 0.39
O -1.080 -1.208 -5.180 -0.23
O 0.722 -2.972 -5.948 -0.21
C -0.067 -4.109 -5.640 -0.11
O -0.472 -1.598 -7.647 -0.20
C -0.792 -0.384 -8.312 -0.11
H 2.910 -0.394 -5.123 0.09
H 1.455 -0.634 -4.060 0.08
H 1.902 0.935 -4.728 0.08
H -1.096 -3.845 -5.393 0.08
H 0.390 -4.775 -4.906 0.09
H -0.128 -4.755 -6.527 0.09
H -0.650 0.534 -7.740 0.08
H -1.811 -0.353 -8.701 0.09
H -0.123 -0.339 -9.174 0.09
C 6.164 2.215 -0.924 -0.10
O 4.801 1.871 -0.685 -0.20
P 4.022 1.147 -1.873 0.37
O 3.686 1.946 -3.064 -0.22
O 2.767 0.544 -1.102 -0.21
C 1.654 1.395 -0.863 -0.09
O 4.861 -0.151 -2.254 -0.20
C 5.187 -1.109 -1.254 -0.09
H 6.437 3.217 -0.598 0.09
H 6.512 2.091 -1.950 0.09
H 6.772 1.551 -0.301 0.09
H 1.468 1.414 0.214 0.08
H 0.724 1.012 -1.294 0.08
H 1.740 2.415 -1.234 0.08
H 6.239 -1.035 -0.965 0.09
H 5.012 -2.112 -1.644 0.08
H 4.612 -0.990 -0.333 0.07
C -3.008 3.912 6.359 -0.09
O -3.692 4.765 5.432 -0.19
P -3.001 4.959 4.021 0.40
O -3.676 5.943 3.159 -0.23
O -1.510 5.390 4.415 -0.23
C -0.710 6.236 3.589 -0.09
O -2.900 3.478 3.393 -0.21
C -3.851 3.119 2.394 -0.11
H -1.938 3.826 6.171 0.07
H -3.394 2.894 6.268 0.07
H -3.150 4.232 7.388 0.09
H -1.237 6.663 2.733 0.07
H 0.132 5.699 3.153 0.08
H -0.460 7.062 4.253 0.10
H -4.042 3.945 1.708 0.07
H -4.788 2.707 2.767 0.09
H -3.359 2.398 1.738 0.06
C 3.206 -0.494 2.599 -0.09
O 4.281 -1.252 3.144 -0.22
P 4.460 -1.452 4.736 0.40
O 3.230 -1.364 5.546 -0.22
O 5.181 -2.857 4.734 -0.20
C 4.605 -3.913 3.983 -0.10
O 5.649 -0.507 5.209 -0.20
C 5.419 0.830 5.605 -0.10
H 2.232 -0.656 3.058 0.05
H 3.064 -0.828 1.570 0.06
H 3.445 0.572 2.607 0.09
H 4.694 -3.714 2.917 0.07
H 3.556 -4.067 4.251 0.10
H 5.077 -4.875 4.180 0.09
H 5.635 1.481 4.752 0.09
H 6.119 1.141 6.380 0.09
H 4.404 1.011 5.959 0.08
C -6.994 -0.804 2.609 -0.07
C -5.509 -0.603 2.472 -0.21
O -5.066 -0.184 3.785 -0.02
C -3.798 -0.341 4.148 -0.52
C -3.592 0.078 5.589 0.03
O -2.944 -0.746 3.397 0.08
H -7.154 -1.464 3.459 0.08
H -7.385 -1.255 1.693 0.08
H -7.583 0.106 2.723 0.08
H -5.064 -1.561 2.200 0.12
H -5.197 0.174 1.775 0.12
H -3.446 -0.724 6.306 0.10
H -4.481 0.645 5.871 0.08
H -2.772 0.794 5.653 0.06
C 3.866 -3.990 -4.396 -0.05
C 3.956 -5.071 -3.344 -0.23
O 4.016 -4.561 -2.013 -0.01
C 2.913 -4.560 -1.266 -0.53
C 3.225 -4.049 0.138 0.03
O 1.840 -4.972 -1.604 0.10
H 4.044 -4.377 -5.398 0.09
H 4.585 -3.186 -4.219 0.08
H 2.886 -3.512 -4.351 0.06
H 3.165 -5.812 -3.493 0.12
H 4.817 -5.735 -3.458 0.12
H 2.572 -4.659 0.761 0.09
H 3.073 -2.999 0.381 0.07
H 4.274 -4.263 0.343 0.08
C 0.608 8.622 0.739 -0.06
C 0.925 7.224 0.222 -0.24
O -0.243 6.432 0.394 -0.02
C -0.236 5.146 0.007 -0.52
C -1.580 4.478 0.073 0.03
O 0.749 4.552 -0.333 0.10
H 0.004 8.622 1.644 0.07
H -0.042 9.096 -0.001 0.08
H 1.561 9.127 0.881 0.08
H 1.377 7.259 -0.770 0.13
H 1.752 6.851 0.838 0.12
H -1.490 3.423 0.294 0.07
H -2.081 4.588 -0.893 0.09
H -2.263 5.057 0.698 0.08
C 2.156 3.138 4.391 -0.05
C 0.939 2.637 3.626 -0.21
O 0.646 1.273 3.870 -0.02
C -0.045 0.899 4.948 -0.52
C 0.036 -0.589 5.182 0.04
O -0.518 1.671 5.752 0.08
H 2.115 4.232 4.389 0.07
H 3.104 2.890 3.914 0.06
H 2.155 2.874 5.448 0.08
H 0.092 3.311 3.784 0.10
H 1.109 2.688 2.548 0.12
H -0.930 -1.006 4.880 0.07
H 0.232 -0.739 6.239 0.10
H 0.765 -1.086 4.552 0.06
C -1.122 -3.033 -2.102 -0.06
C -0.343 -2.496 -0.932 -0.22
O -1.005 -1.374 -0.378 0.00
C -0.604 -0.846 0.762 -0.53
C -1.402 0.381 1.125 0.03
O 0.408 -1.190 1.331 0.09
H -1.184 -2.309 -2.918 0.05
H -2.144 -3.328 -1.843 0.09
H -0.719 -3.964 -2.501 0.05
H -0.277 -3.300 -0.194 0.13
H 0.684 -2.263 -1.218 0.12
H -2.404 0.248 0.718 0.08
H -0.932 1.247 0.658 0.08
H -1.473 0.516 2.197 0.06
C -2.392 -7.608 -1.093 -0.06
C -1.286 -6.914 -1.898 -0.20
O -1.319 -7.424 -3.234 0.00
C -2.029 -6.753 -4.135 -0.57
C -1.980 -7.391 -5.492 0.02
O -2.744 -5.799 -3.940 0.09
H -2.451 -7.232 -0.070 0.08
H -2.141 -8.658 -0.898 0.07
H -3.362 -7.675 -1.581 0.08
H -1.463 -5.841 -1.896 0.09
H -0.331 -7.129 -1.429 0.12
H -2.387 -6.652 -6.173 0.09
H -2.581 -8.296 -5.449 0.09
H -0.928 -7.596 -5.693 0.09
```

SMILES string ... COP(=O)(OC)OC.COP(=O)(OC)OC.COP(=O)(OC)OC.COP(=O)(OC)OC.COP(=O)(OC)OC.CCOC(C)=O.CCOC(C)=O.CCOC(C)=O.CCOC(C)=O.CCOC(C)=O.CCOC(C)=O
HOMO-LUMO gap ... 10.497 eV
Largest force on an atom ... 1.9 eV Å⁻¹
Highest occupied orbital energy ... -9.99 eV
Lowest unoccupied orbital energy ... 0.50 eV